This record from OMol25 describes a molecular structure, C14H18F3GaNO6 in a non-equilibrium geometry. The level of theory is wB97M-V/def2-TZVPD.

```
43
Properties=species:S:1:pos:R:3:forces:R:3
C -2.7980 -2.8256 0.9069 0.144 -0.629 0.287
C -2.5721 -3.5439 -0.4612 -0.358 0.640 -0.103
C -2.1180 -2.6255 -1.6444 0.441 -0.448 0.688
F -3.2882 -2.2232 -2.3858 0.324 -0.376 0.211
Ga -1.0954 -0.9213 -1.0838 -0.036 0.304 -0.337
C 0.9151 -1.3445 -0.9531 1.768 -0.501 0.092
C 1.6395 -2.2154 -1.8506 -0.213 1.013 1.287
C 3.0191 -2.4338 -1.6763 0.404 -1.311 -1.541
N 3.8748 -1.9107 -0.7723 -2.703 0.495 -0.279
C 3.1618 -1.0924 0.0276 0.903 1.184 1.761
C 1.7946 -0.7803 0.0405 -0.509 -0.831 -1.305
H -1.8498 -2.6109 1.4490 -0.532 0.029 -0.566
H -3.3574 -3.5348 1.5668 0.142 0.632 -0.360
H -3.3401 -1.8627 0.7959 0.235 -0.710 0.054
H -1.8197 -4.3497 -0.3279 -0.427 0.356 -0.066
H -3.5531 -4.0075 -0.7346 0.754 0.097 -0.034
H -1.4827 -3.2538 -2.3133 -0.699 0.357 0.047
H -1.6311 -0.3244 0.2741 0.153 -0.109 -0.211
H -1.2518 0.2276 -2.2053 0.073 -0.165 -0.161
H 1.1072 -2.7151 -2.6756 0.430 0.187 0.435
H 3.4938 -3.1461 -2.3884 -0.270 0.481 0.439
H 3.7773 -0.5863 0.8076 -0.355 -0.378 -0.440
H 1.3907 -0.1012 0.8088 0.333 -0.373 -0.386
C -4.0219 2.1359 3.5535 -0.283 0.008 0.587
C -4.2272 1.9936 2.0703 0.314 0.354 -0.343
O -2.9753 1.5289 1.6194 -0.428 -0.187 0.592
C -2.4320 0.8270 2.6586 0.792 -0.497 -0.233
O -1.5223 0.0801 2.5627 -0.115 0.330 0.589
O -3.0886 1.0975 3.8303 -0.142 0.094 -0.333
F -4.4821 3.1967 1.4922 -0.125 0.005 -0.085
H -3.5845 3.1003 3.8220 -0.028 0.049 -0.242
H -4.9419 1.9966 4.1198 0.112 -0.173 0.051
H -5.0051 1.2799 1.7886 -0.053 0.140 -0.107
C 4.1137 2.1342 -1.0887 0.027 -0.742 -0.108
C 3.3963 3.3153 -1.6763 -0.512 0.074 0.402
O 4.1581 4.4142 -1.2018 0.404 -0.347 -0.343
C 5.4316 3.9492 -1.0444 0.523 0.152 0.213
O 6.3872 4.6455 -0.9192 -0.184 -0.073 0.031
O 5.4694 2.5928 -1.0564 -0.206 0.539 -0.096
F 2.1372 3.4184 -1.1938 -0.014 0.127 -0.108
H 3.7836 1.9054 -0.0744 -0.157 0.147 -0.066
H 4.0156 1.2382 -1.6988 0.209 0.009 0.050
H 3.3716 3.3315 -2.7683 -0.137 0.050 0.034
```
Positions in Å, forces in eV/Å.

Total charge: -1
E_tot: -3274.848810 Eh